Molecular formula: CH2ClNOS2
Method: DFT, ωB97M-V/def2-TZVPD

XYZ file:
```
8
Properties=species:S:1:pos:R:3:nbo_charge:R:1
Cl -1.342 -2.250 -1.528 -0.277
S -1.888 -0.052 0.965 -0.366
S -1.202 -0.124 -0.879 0.979
O 0.916 0.672 1.207 -0.633
N 0.367 -0.077 -0.859 -0.839
C 1.183 0.460 -0.013 0.529
H -0.211 0.595 1.326 0.430
H 2.177 0.777 -0.221 0.178
```

## Properties
Energy relative to the best compared isomer or geometry (same formula, charge and spin) = 9.0 kcal/mol
HOMO energy = -0.355 Eh
Electronic energy = -38798.3802 eV
Strongest force on any atom = 3.07 eV Å⁻¹
HOMO-LUMO gap = 0.300 Ha
Net charge = 0

Molecular formula: C4H8AgO3
Method: DFT, ωB97M-V/def2-TZVPD

XYZ file:
```
16
Properties=species:S:1:pos:R:3:mulliken_charge:R:1
Ag -0.172 7.046 1.590 1.524
O -0.034 3.555 2.189 -0.128
O -1.868 3.264 1.060 -0.167
O -0.983 5.297 1.326 -0.497
C 0.322 0.623 1.203 -0.536
C -1.061 4.092 1.593 0.926
C -0.512 0.056 0.256 -0.251
C -2.503 3.607 -0.203 -0.690
H 0.460 -0.649 0.716 0.325
H 1.309 1.013 0.921 0.397
H -3.144 4.479 -0.042 0.384
H 0.202 0.385 2.269 0.396
H -0.361 0.293 -0.800 0.331
H -1.458 -0.390 0.573 0.330
H -1.736 3.817 -0.954 0.412
H -3.066 2.714 -0.476 0.244
```

## Properties
Energy relative to the best compared isomer or geometry (same formula, charge and spin) = 0.0 kcal/mol
HOMO energy (alpha / beta) = -0.923 / -0.912 Eh
Electronic energy = -14377.6965 eV
Strongest force on any atom = 3.39 eV Å⁻¹
HOMO-LUMO gap (alpha / beta) = 0.414 / 0.212 Ha
Net charge = +3
Spin multiplicity = 3

Molecular formula: C49H56AsFN3O2PS2Sm
Method: DFT, ωB97M-V/def2-TZVPD

XYZ file:
```
116
Properties=species:S:1:pos:R:3:mulliken_charge:R:1
Sm 0.245 -1.242 -1.651 0.933
As -2.312 1.619 4.419 0.248
S -2.051 -2.391 -0.839 -0.333
S 3.079 -5.371 -2.137 -0.159
P 0.144 -0.605 1.187 0.929
F 2.200 -0.898 -1.171 -0.599
O -1.563 0.901 -2.052 0.233
O 0.943 0.312 -3.254 0.230
N -0.795 -2.639 -3.653 1.061
N 0.825 2.509 -3.552 -0.182
N 1.282 -3.621 -1.655 1.014
C -1.170 3.094 3.794 -0.025
C -2.014 1.823 -1.056 -0.495
C -0.054 -2.321 1.786 0.900
C -1.386 0.573 7.034 -0.155
C 0.932 -4.495 2.075 -0.723
C -0.845 -3.210 -5.979 -1.049
C 2.860 1.362 -4.254 -0.871
C -1.073 0.221 3.702 -0.427
C -3.952 -4.462 -4.412 -0.810
C -2.026 -3.209 -3.507 -0.769
C 2.553 -3.756 -1.900 -0.481
C 0.659 -4.832 -1.630 -1.259
C 0.372 5.232 2.892 -0.598
C 1.016 -3.197 1.605 -1.006
C -1.706 4.039 2.928 -0.560
C -1.140 0.306 2.184 -0.286
C -2.121 0.466 -4.367 -0.851
C 1.944 -0.544 3.365 -0.718
C 1.468 -5.895 -1.877 -0.305
C -4.489 -4.545 -3.150 -0.872
C 3.419 1.549 2.297 -0.746
C -2.714 -3.820 -4.601 1.062
C 1.483 1.357 -3.647 0.057
C 3.717 1.063 3.560 -0.729
C -1.558 3.035 8.289 -0.653
C -1.226 -2.782 2.376 -0.479
C 0.927 4.278 3.730 -0.730
C 3.821 3.622 -3.537 -0.779
C -0.206 -2.692 -4.836 0.384
C -0.819 2.606 -0.532 -0.526
C 2.378 0.996 1.572 -0.381
C -1.295 -4.077 2.856 -0.901
C -2.091 -3.759 -5.866 -1.118
C 3.865 2.105 -3.362 -0.583
C -2.667 -3.221 -2.231 1.042
C 1.630 -0.050 2.102 0.865
C -2.603 0.420 -2.920 -0.050
C 0.159 3.219 4.178 0.052
C 2.508 4.273 -3.103 -0.491
C -3.852 -3.927 -2.082 -0.925
C -1.197 1.914 9.018 -0.442
C -1.111 0.685 8.388 -0.630
C -1.840 2.920 6.941 -0.347
C -0.213 -4.931 2.724 -0.717
C 1.302 3.821 -3.931 -0.987
C 1.202 -2.189 -4.967 -0.765
C -1.748 1.691 6.294 0.290
C 2.980 0.017 4.090 -0.587
C -0.944 5.107 2.481 -0.413
H -4.281 -3.962 -1.093 0.584
H -1.028 1.355 1.892 -0.653
H -2.742 3.938 2.620 0.378
H -1.072 3.101 0.402 -0.239
H -1.627 3.997 8.774 0.390
H -1.324 -0.395 6.552 0.315
H 4.532 1.485 4.129 0.422
H 1.841 -3.004 -5.313 0.598
H 4.869 1.761 -3.618 0.442
H 1.386 -1.378 3.770 0.334
H 0.962 6.077 2.568 0.430
H 1.563 3.825 -4.995 0.432
H 3.246 -2.933 -1.934 0.331
H -2.503 1.277 -0.237 0.151
H -2.119 -0.024 1.821 0.669
H 1.916 -2.832 1.117 0.555
H -2.093 -2.144 2.452 0.486
H 0.008 1.908 -0.366 0.023
H -0.991 1.997 10.074 0.382
H 4.005 2.353 1.880 0.495
H -2.863 -0.605 -2.626 -0.147
H 2.326 4.063 -2.047 0.185
H 1.210 -6.933 -1.917 0.479
H -2.745 2.511 -1.500 0.703
H -2.078 1.496 -4.720 0.328
H -0.068 0.441 4.063 0.217
H -2.603 -4.153 -6.734 0.438
H 1.251 -1.390 -5.709 0.419
H -3.497 1.041 -2.808 0.570
H 1.765 -5.170 1.952 0.506
H -2.136 3.794 6.371 0.358
H 4.630 4.060 -2.951 0.375
H -2.809 -0.086 -5.002 0.483
H -1.353 -0.768 4.066 0.720
H -0.274 -5.936 3.114 0.421
H 2.829 1.823 -5.244 0.563
H -0.836 -0.193 8.954 0.391
H 3.176 0.324 -4.354 0.253
H 3.210 -0.368 5.073 0.467
H -0.394 -4.894 -1.413 0.465
H 1.957 4.368 4.044 0.470
H 3.685 1.832 -2.321 0.187
H -4.456 -4.889 -5.267 0.426
H -0.326 -3.180 -6.926 0.577
H -1.129 0.014 -4.442 -0.217
H -1.380 5.847 1.825 0.515
H 0.477 4.519 -3.784 0.479
H 1.574 -1.811 -4.006 -0.501
H -0.511 3.378 -1.234 0.477
H 2.611 5.353 -3.216 0.401
H -2.197 -4.414 3.343 0.473
H -5.413 -5.078 -2.980 0.406
H -0.078 2.437 -3.098 -0.026
H 4.008 3.870 -4.584 0.314
H 0.596 2.492 4.853 0.390
H 2.156 1.350 0.573 0.123
```

## Properties
HOMO energy (alpha / beta) = -0.349 / -0.349 Eh
Electronic energy = -172707.8028 eV
Strongest force on any atom = 1.59 eV Å⁻¹
HOMO-LUMO gap (alpha / beta) = 0.272 / 0.273 Ha
Net charge = +1
Spin multiplicity = 6

Molecular formula: C12H42N6O9
Method: DFT, ωB97M-V/def2-TZVPD

XYZ file:
```
69
Properties=species:S:1:pos:R:3:nbo_charge:R:1
O 0.208 4.668 -1.707 -0.715
O 0.724 -3.676 3.031 -0.749
O 3.850 2.221 4.034 -0.684
O 0.525 0.109 1.602 -0.763
O 0.611 1.127 -6.177 -0.663
O -1.145 -1.724 3.651 -0.778
O 4.394 -2.048 -1.948 -0.740
O -4.187 0.197 -3.372 -0.717
O -4.678 -0.787 1.516 -0.665
N 0.150 0.359 -4.106 -0.836
N -4.353 1.496 1.343 -0.857
N -2.878 0.241 2.285 -0.843
N 1.614 2.092 3.998 -0.831
N 1.236 -0.890 -5.437 -0.824
N 2.875 1.169 2.371 -0.865
C -4.001 0.223 1.633 0.760
C 0.654 3.317 -1.595 -0.260
C 0.660 0.275 -5.305 0.746
C 1.197 -3.576 1.697 -0.258
C -0.370 -1.051 4.645 -0.259
C -0.819 0.438 -0.404 -0.640
C -4.290 -0.218 -2.038 -0.052
C 2.804 1.851 3.527 0.753
C 0.565 0.047 0.173 -0.073
C -5.287 -1.419 -1.871 -0.639
C 4.373 0.251 -1.437 -0.634
C 4.340 -1.130 -0.809 -0.065
H 3.612 0.382 -2.205 0.211
H -3.801 2.322 1.523 0.389
H -3.274 -0.379 -1.680 0.142
H 1.260 0.802 -0.193 0.187
H -2.278 1.044 2.407 0.376
H 3.789 0.932 2.011 0.398
H -1.549 -0.350 -0.222 0.220
H -2.525 -0.615 2.689 0.431
H 0.640 -4.034 0.879 0.178
H -1.115 1.362 0.093 0.216
H -4.861 -2.307 -2.339 0.198
H -5.314 1.664 1.079 0.402
H 4.274 1.036 -0.686 0.211
H 0.952 -4.522 3.423 0.490
H -0.703 -2.557 3.467 0.506
H 5.103 -1.845 -2.563 0.474
H 1.501 2.590 4.869 0.407
H -0.776 0.523 -1.490 0.204
H -0.880 -0.142 4.964 0.179
H -3.406 0.749 -3.452 0.461
H 1.542 -1.178 -6.355 0.417
H -0.152 -1.746 5.455 0.181
H 3.536 -1.289 -0.091 0.177
H -5.424 -1.631 -0.811 0.240
H -0.403 1.172 -3.875 0.406
H -4.664 0.533 -1.342 0.151
H 0.917 5.160 -2.126 0.467
H 5.201 -1.162 -0.142 0.164
H 0.024 -0.528 -3.638 0.376
H -0.079 -0.580 1.889 0.499
H 2.039 0.775 1.964 0.405
H 1.187 -1.459 -4.603 0.377
H -6.298 -1.278 -2.254 0.214
H 0.575 -0.658 4.270 0.172
H 1.253 -2.553 1.326 0.175
H 5.288 0.360 -2.020 0.204
H 1.391 3.166 -0.807 0.165
H 0.884 -0.958 -0.103 0.165
H 0.750 1.901 3.511 0.392
H -0.224 2.738 -1.308 0.173
H 0.999 2.898 -2.541 0.171
H 2.237 -3.901 1.725 0.182
```

## Properties
Energy relative to the best compared isomer or geometry (same formula, charge and spin) = 98.9 kcal/mol
HOMO energy = -0.351 Eh
Electronic energy = -40492.5419 eV
Strongest force on any atom = 4.78 eV Å⁻¹
HOMO-LUMO gap = 0.352 Ha
Net charge = 0
SMILES = NC(N)=O.NC(N)=O.NC(N)=O.CCO.CCO.CCO.CO.CO.CO

> Look up the strongest force on any atom of the third one.

1.59 eV Å⁻¹

> Which of these has the lowest electronic energy?

C49H56AsFN3O2PS2Sm

> Which of these has the highest strongest force on any atom?

C12H42N6O9